Molecular formula: C26H41AsCrN6O6SSi
Method: DFT, ωB97M-V/def2-TZVPD

Each line ends with the Mulliken spin population.
Atoms and positions in Å:
Cr (-0.17041, 0.20160, 0.04092)  2.973
O (-2.25773, 4.18221, 2.90790)  -0.001
C (-1.07473, 4.01483, 3.56494)  0.004
C (-0.98386, 4.73517, 4.76023)  -0.001
C (0.09406, 4.46258, 5.62643)  0.001
C (0.99800, 3.47389, 5.37010)  -0.003
C (0.81987, 2.71829, 4.21779)  0.000
C (-0.11418, 3.03542, 3.22652)  -0.004
C (-0.35834, 2.24094, 2.03959)  -0.011
O (0.51476, 1.34232, 1.64897)  0.003
N (-1.43852, 2.48895, 1.37978)  -0.009
N (-1.55201, 1.81310, 0.25472)  -0.030
C (-2.64611, 1.75374, -0.48279)  0.000
C (-2.40360, 1.08144, -1.75604)  0.013
C (-3.35954, 1.00016, -2.86296)  0.005
C (-2.88738, 0.83888, -4.13030)  0.000
C (-1.51582, 0.46212, -4.28151)  0.007
C (-0.75162, 0.20570, -3.16128)  0.032
N (-1.17350, 0.49588, -1.87306)  -0.006
H (-2.10123, 3.45747, 2.05710)  0.000
H (-1.65592, 5.53248, 5.02821)  0.000
H (0.20196, 5.00261, 6.57092)  0.000
H (1.86185, 3.34564, 6.01773)  0.000
H (1.42028, 1.84075, 4.05455)  0.005
H (-3.59023, 1.98422, -0.06009)  -0.004
H (-4.43363, 0.95608, -2.68009)  0.000
H (-3.49225, 0.98813, -5.05851)  0.000
H (-1.09667, 0.48471, -5.28564)  0.001
H (0.14046, -0.40929, -3.20691)  -0.005
C (-0.15537, -1.20000, 3.55602)  0.003
S (-1.69782, -1.29658, 2.61568)  0.004
C (-1.57902, -2.89374, 1.88035)  0.001
O (-1.54450, -0.42413, 1.33148)  -0.021
H (-0.09055, -0.19718, 3.87337)  -0.002
H (0.67958, -1.41492, 2.85022)  0.001
H (-0.19741, -1.91457, 4.36238)  0.001
H (-0.56485, -3.20142, 1.93989)  0.000
H (-1.87640, -2.90324, 0.79095)  0.000
H (-2.18638, -3.62552, 2.40607)  0.001
C (3.40456, -1.53609, -1.18996)  0.004
Si (2.65102, -1.77344, 0.52348)  -0.002
C (2.66561, -3.72785, 0.68426)  0.001
C (3.61866, -0.99964, 1.97739)  0.004
O (1.04921, -1.22439, 0.54460)  0.022
H (3.78221, -2.55629, -1.59173)  0.000
H (4.20744, -0.87291, -1.17675)  0.000
H (2.62639, -1.22294, -1.89907)  -0.001
H (2.55262, -4.04610, 1.72719)  0.000
H (3.66975, -4.02939, 0.37896)  0.000
H (1.83412, -4.14971, 0.01291)  -0.001
H (3.29552, -0.01839, 2.35912)  -0.001
H (4.60712, -0.83958, 1.49166)  0.000
H (3.83869, -1.78307, 2.72776)  0.001
C (0.31123, -3.68899, -3.28824)  0.000
N (-1.10995, -3.60979, -2.85765)  0.001
C (-2.07612, -4.25548, -3.57417)  0.000
C (-3.38132, -4.18696, -3.16417)  0.000
C (-3.65095, -3.56544, -1.93124)  0.000
N (-2.72750, -2.87654, -1.21706)  0.001
C (-1.45539, -2.74759, -1.70433)  0.013
O (-0.66655, -1.91121, -1.28135)  0.015
N (-4.89364, -3.49959, -1.46518)  0.000
H (0.33031, -3.65605, -4.38770)  0.000
H (0.68917, -4.64401, -2.95311)  0.000
H (0.88177, -2.86780, -2.88159)  -0.001
H (-1.76425, -4.80583, -4.48653)  0.000
H (-4.10482, -4.79185, -3.72227)  0.000
H (-5.65281, -4.07349, -1.78797)  0.000
H (-4.98166, -3.01914, -0.57508)  0.000
C (3.08920, 2.80836, 0.71338)  0.004
As (2.09342, 2.79484, -0.94327)  0.000
C (3.40374, 2.66077, -2.41697)  -0.001
C (0.72477, 4.07862, -1.48420)  0.001
O (1.35960, 1.22760, -0.96980)  -0.017
H (2.34925, 2.33485, 1.35491)  -0.002
H (3.39778, 3.78483, 1.11766)  0.000
H (4.02691, 2.23235, 0.61211)  0.000
H (4.38201, 3.01453, -2.21128)  0.000
H (2.95248, 3.01882, -3.36005)  0.000
H (3.53060, 1.57092, -2.54682)  0.000
H (1.04232, 5.13190, -1.50945)  0.000
H (-0.03361, 3.88568, -0.73406)  0.001
H (0.34983, 3.77676, -2.44799)  0.000

ΔE to the lowest compared entry with this formula, charge and spin (kJ/mol): 167.9
Charge: +1
⟨S²⟩: 3.772
Multiplicity: 4
LUMO energy (alpha / beta) (hartree): -0.1245 / -0.1282
HOMO-LUMO gap (alpha / beta) (eV): 6.63 / 6.53

---

Molecular formula: C26H41BrIrN6P2
Method: DFT, ωB97M-V/def2-TZVPD

Each line ends with the Mulliken spin population.
Atoms and positions in Å:
C (-4.43669, 0.69236, 3.69611)  0.225
C (-4.16412, -0.62995, 3.30101)  0.012
C (-5.18571, -1.35103, 2.67354)  0.216
C (-6.48773, -0.79391, 2.74014)  0.285
N (-6.80489, 0.37882, 3.25074)  -0.056
C (-5.78451, 1.09543, 3.68957)  0.279
C (-2.79954, -1.11539, 3.48217)  0.286
C (-1.58724, -1.34272, 3.62076)  -0.022
C (-0.18607, -1.35083, 3.21891)  0.153
C (0.39956, -0.17131, 2.74921)  0.150
C (1.64462, -0.23485, 2.04579)  0.044
C (1.94890, -1.53327, 1.63014)  0.577
C (1.62198, -2.67753, 2.31921)  0.260
C (0.48941, -2.57317, 3.14262)  0.017
Ir (1.67336, -0.66186, -0.10878)  1.495
P (-0.34699, 0.54070, -0.79405)  -0.039
H (-4.99740, -2.17925, 1.97268)  0.010
H (-3.63805, 1.44540, 3.81630)  0.005
H (-7.30989, -1.31057, 2.28684)  0.006
H (-6.03596, 2.08446, 4.01081)  0.007
H (0.11949, -3.38763, 3.74985)  0.005
H (-0.16038, 0.77205, 2.70293)  0.015
H (2.01476, -3.68430, 2.23311)  0.034
H (2.10659, 0.64958, 1.70055)  0.065
C (-0.27246, 1.33654, -2.45769)  -0.009
C (-1.60157, 1.84507, -3.00688)  0.001
H (0.23070, 0.66657, -3.17172)  0.014
H (0.44017, 2.16700, -2.30286)  0.010
H (-1.40759, 2.26672, -3.99791)  -0.001
H (-2.35149, 1.05771, -3.12447)  0.000
H (-2.02458, 2.63490, -2.37904)  0.000
C (-1.85320, -0.46184, -0.54027)  0.013
C (-3.16424, 0.32864, -0.46972)  0.003
H (-1.67745, -1.03848, 0.38097)  -0.002
H (-1.87268, -1.18676, -1.37937)  -0.004
H (-3.97323, -0.39558, -0.58066)  -0.001
H (-3.29404, 0.83739, 0.48974)  0.003
H (-3.23107, 1.06416, -1.28908)  0.001
C (-0.62670, 1.88757, 0.40911)  0.007
C (-1.45796, 3.08838, -0.02668)  0.002
H (0.35255, 2.18350, 0.81529)  0.001
H (-1.16205, 1.32255, 1.18791)  -0.005
H (-1.51446, 3.71392, 0.87444)  0.000
H (-1.01485, 3.66861, -0.84543)  0.000
H (-2.48182, 2.79218, -0.30370)  0.000
Br (3.90976, -1.41828, -0.45201)  0.652
P (0.83928, -2.18630, -1.87876)  0.065
C (-0.60388, -2.15677, -3.11265)  -0.003
C (-0.44626, -2.94390, -4.42460)  0.007
H (-0.74198, -1.09428, -3.34323)  0.003
H (-1.53181, -2.49279, -2.62802)  -0.001
H (-1.33142, -2.76566, -5.06404)  0.001
H (0.43185, -2.60979, -4.99165)  0.000
H (-0.36575, -4.02753, -4.23853)  -0.001
C (2.25370, -2.58573, -3.02491)  0.031
C (2.82340, -3.97707, -2.91486)  0.007
H (2.97797, -1.81943, -2.72936)  0.013
H (1.92490, -2.35903, -4.04621)  0.010
H (3.85521, -3.92959, -3.27178)  0.000
H (2.83023, -4.32671, -1.87461)  0.002
H (2.28714, -4.69084, -3.55071)  0.001
C (0.32056, -3.62832, -0.77516)  -0.005
C (-0.23323, -4.92608, -1.38819)  0.023
H (-0.43278, -3.19883, -0.09463)  0.011
H (1.17739, -3.82527, -0.11064)  0.007
H (-0.42402, -5.65306, -0.58240)  0.002
H (-1.19176, -4.73795, -1.88506)  -0.001
H (0.45623, -5.38134, -2.11106)  -0.002
N (3.73568, 4.08734, -2.41876)  -0.001
N (3.14335, 3.28845, -1.44127)  0.006
N (3.56927, 3.41710, -0.16427)  0.006
C (3.18966, 2.25127, 0.35766)  -0.009
N (2.60874, 1.43628, -0.51921)  0.119
N (2.71253, 2.03563, -1.71708)  -0.009
H (3.20045, 4.13417, -3.28016)  0.000
H (3.95784, 4.96930, -1.97777)  0.000
H (3.38876, 2.09225, 1.40079)  0.004

Charge: +4
⟨S²⟩: 8.824
Multiplicity: 6
LUMO energy (alpha / beta) (hartree): -0.4536 / -0.5606
HOMO-LUMO gap (alpha / beta) (eV): 6.71 / 4.75

---

Max |F|: 4.10, 6.13 (eV Å⁻¹)